# 1
11
Properties=species:S:1:pos:R:3:lowdin_charge:R:1 method="wB97M-V/def2-TZVPD" orbital_gap_ha=0.264 mol_weight_g_mol=188.0 largest_force_ha_per_bohr=0.0581 energy_ev=-45822.1173
S -0.797 1.535 2.334 0.765
P 1.024 -0.213 -1.948 0.655
P -0.207 -0.752 0.466 0.475
P -2.211 0.180 1.219 0.740
O 0.549 1.137 1.873 -0.603
O -1.668 1.731 0.944 -0.792
N 0.784 -1.890 1.026 -0.258
N -0.284 0.103 -0.883 -0.628
H 1.596 -2.006 0.407 -0.047
H 0.275 -0.808 -2.901 -0.149
H 0.940 0.982 -2.535 -0.158



# 2
106
Properties=species:S:1:pos:R:3:lowdin_charge:R:1 method="wB97M-V/def2-TZVPD" orbital_gap_ha=0.385 mol_weight_g_mol=823.1 largest_force_ha_per_bohr=0.2281 energy_ev=-118353.3038 total_charge=+1
S -0.970 3.516 0.540 0.632
S -1.325 -4.495 0.841 0.731
S 3.062 2.311 1.875 0.623
S -2.441 -0.915 3.144 0.669
S 4.936 -1.217 -0.957 0.574
O -0.958 -5.100 2.131 -0.319
O -0.414 3.974 1.737 -0.293
O -1.117 2.044 0.414 -0.335
O 1.308 -0.405 -2.948 0.059
O -0.663 -3.257 0.396 -0.359
O 5.790 -0.979 0.170 -0.303
O -1.950 -1.132 1.810 -0.337
O 3.997 3.272 1.382 -0.267
O -2.066 -0.683 -2.363 0.073
O 1.199 -2.495 -3.661 0.193
O -3.371 -1.932 3.601 -0.304
O 1.997 1.848 1.070 -0.305
O 0.550 -0.838 -4.903 0.111
O -3.716 0.777 -1.795 0.070
O 3.628 -0.822 -0.880 -0.287
O -4.028 -1.335 -1.425 0.063
N 0.495 -0.669 0.000 0.432
C -6.039 1.635 -1.608 -0.018
C 3.940 1.030 2.645 -0.271
C -2.395 4.458 0.168 -0.275
C -3.241 -0.470 -1.922 -0.542
C 5.812 -1.741 -3.396 -0.227
C 0.882 0.890 -3.407 -0.326
C -4.920 0.671 -1.015 -0.298
C -2.552 4.249 -1.312 -0.222
C 6.032 -2.932 -2.626 -0.257
C 5.003 -2.964 -1.461 -0.159
C -0.049 4.103 -0.853 -0.145
C -2.493 0.999 4.911 -0.285
C 1.008 -1.359 -3.800 -0.684
C 2.060 1.853 -3.424 -0.020
C 5.746 -0.617 -2.350 -0.229
C -1.120 0.585 4.912 -0.235
C -1.175 -5.723 -0.393 -0.205
C 4.382 1.425 3.969 -0.163
C -3.065 -4.188 0.698 -0.190
C -3.643 -5.416 -0.082 -0.164
C 0.450 0.623 -4.802 -0.067
C 3.736 2.917 4.233 -0.154
C 2.487 2.927 3.370 -0.269
C -1.006 -0.751 4.152 -0.179
C -2.515 -5.749 -1.080 -0.167
C -3.090 0.717 3.559 -0.237
C -5.232 -0.859 -0.919 -0.068
C -1.191 4.568 -1.890 -0.136
H 4.715 0.783 1.943 0.102
H 5.974 -3.758 -3.288 0.112
H -2.694 -5.177 -1.838 0.055
H 0.721 3.533 -1.322 0.076
H -0.070 1.296 -2.708 0.201
H 7.068 -3.034 -2.456 0.115
H -3.679 -4.170 1.515 0.072
H -0.590 -5.424 -1.137 0.063
H -0.458 1.049 -5.112 0.116
H -3.431 4.994 -1.571 0.162
H -0.813 -6.580 0.095 0.104
H 0.423 4.938 -0.544 0.066
H -4.174 0.685 3.531 0.102
H 4.436 3.640 3.928 0.080
H -2.756 1.514 2.842 0.112
H -0.385 -0.611 -0.430 0.107
H 0.907 0.081 -0.142 -0.004
H -3.127 4.111 0.910 0.115
H 4.827 -1.897 -3.998 0.162
H -5.518 2.586 -1.656 0.053
H 5.318 0.361 -2.768 0.131
H 6.390 -1.688 -4.171 0.060
H -0.515 1.442 4.564 0.123
H 5.189 -3.555 -0.535 0.115
H -2.853 -6.863 -1.379 0.177
H -3.258 -3.283 0.033 0.121
H 3.457 3.101 5.365 0.152
H 0.873 -1.216 -0.644 0.066
H -4.290 -5.124 -0.628 -0.002
H 6.707 -0.189 -2.051 0.114
H 1.616 2.781 -3.591 0.057
H -6.047 -0.995 -1.805 0.181
H -2.268 5.429 0.625 0.118
H 3.998 -3.234 -1.954 0.133
H 3.320 0.210 2.771 0.091
H -4.697 1.090 0.020 0.159
H -3.002 3.155 -1.419 0.137
H -6.257 1.442 -2.724 0.113
H -5.479 -1.348 0.128 0.182
H 1.172 1.154 -5.505 0.151
H 2.969 1.447 -3.902 0.114
H -4.033 -6.187 0.553 0.128
H -1.209 5.525 -2.050 0.065
H 4.008 0.883 4.822 0.111
H 2.171 2.218 -2.348 0.094
H -3.181 0.326 5.752 0.199
H 0.600 -1.095 0.892 0.142
H -0.181 -0.892 3.735 0.008
H -1.324 3.954 -2.661 0.065
H 5.453 1.502 3.935 0.113
H -2.605 2.113 5.176 0.148
H 1.942 3.812 3.313 0.091
H -1.069 -1.730 4.700 0.145
H -0.817 0.537 5.950 0.121
H -6.966 1.677 -1.007 0.091
H 1.736 2.331 3.792 0.083



# 3
16
Properties=species:S:1:pos:R:3:lowdin_charge:R:1 method="wB97M-V/def2-TZVPD" orbital_gap_ha=0.331 mol_weight_g_mol=99.1 largest_force_ha_per_bohr=0.0524 energy_ev=-8864.8826
O 0.442 1.897 -1.273 -0.049
N -2.608 -0.619 1.258 0.150
C -1.543 -0.480 0.818 -0.246
C 0.677 0.525 1.166 -0.081
C -0.222 -0.297 0.269 -0.437
C -0.590 1.026 -1.362 -0.060
C 0.413 -1.653 -0.107 -0.062
H -0.584 -0.065 -1.364 0.056
H -1.483 1.524 -1.009 0.094
H -0.232 -2.246 -0.766 0.085
H 1.653 0.684 0.694 0.084
H 0.228 1.497 1.385 0.090
H 1.027 1.949 -2.030 0.106
H 1.380 -1.499 -0.602 0.085
H 0.590 -2.247 0.805 0.094
H 0.851 0.004 2.118 0.092